# 1
The following is a DFT calculation (ωB97M-V with the def2-TZVPD basis set) of C22H23NO6 in the gas phase in a non-equilibrium geometry.

Computed properties:
SMILES   CCOC(=O)c1c(C)oc2c1c1c(c3ccccc32)OCN(CCCC(=O)O)C1
Gap between HOMO and LUMO   7.6 eV

ORCA input file:
```
! RIJCOSX wB97M-V def2-TZVPD def2/J DEFGRID3
* xyz 0 1
C -4.266 -2.725 -0.911
C -3.479 -2.336 0.300
H -4.218 -1.946 1.024
H -2.958 -3.173 0.662
O -2.707 -1.413 -0.051
C -3.313 -0.090 0.190
O -4.522 0.081 0.498
C -2.293 1.070 -0.262
C -2.643 2.176 -0.998
O -1.484 2.900 -1.092
C -0.548 2.587 -0.389
C -0.986 1.296 0.108
C 0.063 0.317 0.912
C 1.330 1.106 1.190
C 1.723 2.187 0.346
C 2.975 2.660 0.717
C 3.459 3.677 -0.003
C 2.470 4.493 -0.763
C 1.325 4.205 -1.042
C 0.782 2.968 -0.209
H 0.455 4.625 -1.672
H 2.704 5.545 -1.190
H 4.429 4.320 0.097
H 3.681 2.192 1.376
O 2.261 0.592 1.690
C 1.849 -0.533 2.828
N 0.847 -1.663 2.274
C 1.428 -2.331 1.370
C 1.860 -2.038 0.166
C 2.483 -3.217 -0.716
C 2.942 -2.536 -2.162
O 2.244 -2.588 -3.240
O 4.233 -2.189 -2.025
H 4.458 -1.977 -2.916
H 3.240 -3.739 -0.271
H 1.681 -3.684 -0.927
H 2.785 -1.294 0.050
H 1.150 -1.463 -0.230
H 2.171 -2.948 1.975
H 0.482 -3.096 1.318
C -0.241 -0.846 1.915
H -1.007 -1.363 1.330
H -1.079 -0.568 2.630
H 2.599 -1.221 3.239
H 1.163 0.024 3.599
C -3.706 2.481 -1.568
H -3.690 2.352 -2.596
H -3.958 3.435 -1.280
H -4.639 2.000 -1.307
H -3.705 -2.890 -1.707
H -4.917 -1.862 -1.397
H -4.914 -3.557 -0.878
*
```

---

# 2
The following is a DFT calculation (ωB97M-V with the def2-TZVPD basis set) of 2 unconnected molecules or ions with the total composition C5H14NO2 in a non-equilibrium geometry.

Computed properties:
Gap between HOMO and LUMO   11.1 eV

ORCA input file:
```
! RIJCOSX wB97M-V def2-TZVPD def2/J DEFGRID3
* xyz 1 1
C -1.185 0.088 2.347
C -0.315 -0.043 1.109
C -1.171 -0.153 -0.149
C -0.345 -0.672 -1.385
C 0.054 0.476 -2.246
O 0.337 1.571 -1.813
N 0.505 1.270 0.990
H -0.654 0.467 3.240
H -1.296 -0.936 2.687
H -2.189 0.500 2.249
H 0.382 -0.862 1.235
H -1.615 0.782 -0.485
H -1.963 -0.883 0.030
H -1.003 -1.289 -2.010
H 0.325 -1.424 -0.941
H 0.076 0.256 -3.322
H 1.256 1.258 1.672
H -0.094 2.045 1.274
H 0.832 1.435 0.028
H 1.985 -2.452 1.153
H 2.194 -2.670 -0.323
O 1.835 -2.019 0.294
*
```

---

# 3
The following is a DFT calculation (ωB97M-V with the def2-TZVPD basis set) of 2 unconnected molecules or ions with the total composition C5H11NO2P in a non-equilibrium geometry.

Computed properties:
Gap between HOMO and LUMO   8.4 eV

ORCA input file:
```
! RIJCOSX wB97M-V def2-TZVPD def2/J DEFGRID3
* xyz 1 1
C -0.525 -1.185 0.613
C 0.198 -2.236 1.022
C 1.472 0.115 0.305
C 2.160 -1.218 0.145
C -1.062 1.622 0.410
N 0.038 -0.059 0.033
O 1.530 -2.088 1.109
O -1.517 1.830 -2.055
P -2.483 1.494 -0.810
H -1.513 -1.254 0.395
H -0.177 -3.137 1.377
H 1.581 0.457 1.348
H 1.693 0.744 -0.602
H 1.942 -1.612 -0.853
H 3.241 -1.220 0.308
H -0.382 2.374 0.285
H -1.517 1.585 1.384
H -0.154 -0.045 -0.994
H -1.399 1.077 -2.621
H -3.124 2.756 -0.799
*
```

---

# 4
The following is a DFT calculation (ωB97M-V with the def2-TZVPD basis set) of a gas-phase ion, C8H16N3 (charge +1) in a non-equilibrium geometry.

Computed properties:
Gap between HOMO and LUMO   9.4 eV

ORCA input file:
```
! RIJCOSX wB97M-V def2-TZVPD def2/J DEFGRID3
* xyz 1 1
C -2.101 -0.934 -0.686
C -3.142 1.065 -0.005
C -0.772 -0.097 -0.896
C -1.014 -0.771 1.317
C 3.537 -0.777 -0.298
C -0.264 1.561 0.836
C 2.290 0.204 -0.307
C 1.209 -0.422 0.493
N -1.900 -1.422 0.788
N -3.288 -0.034 -0.753
N -0.183 0.150 0.407
H -2.249 -1.742 -1.345
H -4.058 1.698 0.071
H -0.003 -0.635 -1.541
H -1.134 0.865 -1.426
H -0.771 -0.875 2.336
H 4.016 -1.059 0.626
H 3.258 -1.654 -0.758
H 4.391 -0.375 -0.885
H 0.350 2.120 0.222
H -1.370 1.858 0.727
H 0.155 1.838 1.781
H 2.106 0.345 -1.338
H 2.514 1.132 0.206
H 1.161 -1.451 0.077
H 1.454 -0.272 1.512
H -4.194 -0.316 -1.160
*
```

---

# 5
The following is a DFT calculation (ωB97M-V with the def2-TZVPD basis set) of 2 unconnected molecules or ions with the total composition C4H10N2OS in a non-equilibrium geometry.

Computed properties:
<S²>   0.7635
Gap between HOMO and LUMO (spin up / spin down)   6.0 / 5.9 eV

ORCA input file:
```
! RIJCOSX wB97M-V def2-TZVPD def2/J DEFGRID3
* xyz 1 2
N -0.189 -2.000 1.062
C 0.127 0.487 0.455
C 1.109 1.038 -0.477
S 2.807 0.348 -0.208
C -0.919 -0.345 -0.154
N -2.246 -0.318 0.429
C -2.675 1.100 0.471
O -0.932 -0.493 -1.383
H 2.386 -0.873 0.236
H -0.011 -2.561 0.215
H -0.053 -2.742 1.777
H 0.220 0.267 1.508
H 1.234 2.124 -0.506
H 0.834 0.639 -1.463
H -2.776 -0.750 -0.324
H -3.746 1.068 0.684
H -2.110 1.776 1.142
H -2.332 1.603 -0.435
*
```

---

# 6
The following is a DFT calculation (ωB97M-V with the def2-TZVPD basis set) of 10 unconnected molecules or ions with the total composition C14H45N3O17S2 in a non-equilibrium geometry.

Computed properties:
SMILES   CCOS(C)(=O)=O.CCOS(C)(=O)=O.C[N+](=O)[O-].C[N+](=O)[O-].C[N+](=O)[O-].CO.CO.CO.CO.CO
Gap between HOMO and LUMO   9.6 eV

ORCA input file:
```
! RIJCOSX wB97M-V def2-TZVPD def2/J DEFGRID3
* xyz 0 1
C -1.608 -1.562 2.399
O -0.285 -2.040 2.519
H -2.021 -1.807 1.414
H -2.290 -1.854 3.194
H -1.499 -0.467 2.428
H 0.256 -1.588 1.865
C -3.448 2.398 -0.583
O -4.051 3.142 0.468
H -2.778 3.083 -1.101
H -2.859 1.534 -0.258
H -4.175 2.041 -1.316
H -4.680 2.557 0.901
C 0.587 2.826 3.574
O 0.643 1.627 2.855
H 1.327 3.536 3.175
H -0.358 3.377 3.499
H 0.795 2.683 4.631
H 0.414 1.749 1.921
C -0.831 -1.386 -1.338
O -0.081 -0.887 -0.247
H -1.721 -0.766 -1.492
H -0.241 -1.310 -2.257
H -1.194 -2.410 -1.251
H -0.314 0.041 -0.109
C -2.907 0.930 -4.376
O -2.425 2.139 -3.794
H -3.777 1.236 -4.955
H -2.142 0.481 -5.017
H -3.183 0.240 -3.572
H -1.566 2.039 -3.355
O 5.684 0.020 3.969
S 5.206 1.061 3.112
O 6.093 1.789 2.252
O 4.017 0.426 2.215
C 4.467 -0.176 0.978
C 3.404 -1.141 0.556
C 4.189 2.227 4.048
H 5.466 -0.611 0.996
H 4.485 0.643 0.247
H 2.431 -0.652 0.537
H 3.414 -2.048 1.162
H 3.599 -1.496 -0.462
H 4.811 2.815 4.713
H 3.537 1.618 4.681
H 3.472 2.666 3.360
O -0.016 1.889 0.205
S 0.452 2.408 -1.075
O -0.117 1.904 -2.302
O 0.166 3.989 -0.984
C 0.427 4.680 0.267
C 0.370 6.167 -0.003
C 2.258 2.383 -1.066
H 1.448 4.424 0.557
H -0.302 4.323 0.990
H 1.318 6.576 -0.350
H 0.142 6.723 0.908
H -0.419 6.388 -0.721
H 2.522 1.326 -1.149
H 2.598 2.727 -0.094
H 2.662 2.917 -1.920
C -1.718 -5.945 -1.498
N -1.882 -6.449 -0.097
O -2.745 -5.929 0.580
O -1.181 -7.389 0.228
H -2.541 -6.314 -2.099
H -0.749 -6.223 -1.900
H -1.718 -4.864 -1.363
C -4.708 -2.437 0.619
N -4.446 -2.420 -0.839
O -4.486 -1.343 -1.384
O -4.228 -3.469 -1.384
H -4.648 -1.432 1.025
H -3.928 -3.018 1.106
H -5.692 -2.838 0.844
C 2.046 -3.442 -3.175
N 1.688 -4.528 -2.228
O 1.849 -5.664 -2.627
O 1.264 -4.245 -1.135
H 1.638 -3.663 -4.154
H 3.133 -3.430 -3.193
H 1.679 -2.503 -2.773
*
```

---

# 7
The following is a DFT calculation (ωB97M-V with the def2-TZVPD basis set) of C21H23N3O5 in the gas phase in a non-equilibrium geometry.

Computed properties:
SMILES   Cc1ccc(C(=O)C2=C(O)C(=O)N(CCN3CCOCC3)[C@@H]2c2ccccn2)o1
Gap between HOMO and LUMO   8.6 eV

ORCA input file:
```
! RIJCOSX wB97M-V def2-TZVPD def2/J DEFGRID3
* xyz 0 1
C -2.095 0.061 3.347
C -0.887 -0.802 3.298
C -0.247 -1.538 4.260
C 0.845 -2.157 3.623
C 0.810 -1.749 2.308
C 1.737 -2.086 1.227
O 2.566 -2.968 1.376
C 1.649 -1.294 -0.004
C 2.263 -1.570 -1.180
O 2.985 -2.610 -1.570
H 3.230 -2.461 -2.502
C 1.992 -0.472 -2.147
O 2.374 -0.454 -3.305
N 1.284 0.457 -1.482
C 0.736 1.639 -2.090
H 1.054 1.622 -3.135
C -0.795 1.678 -1.964
N -1.365 0.358 -2.144
C -2.733 0.261 -1.668
C -3.168 -1.204 -1.736
O -3.085 -1.702 -3.049
C -1.770 -1.581 -3.539
C -1.291 -0.130 -3.512
H -0.259 -0.093 -3.860
H -1.919 0.476 -4.188
H -1.786 -1.964 -4.560
H -1.087 -2.194 -2.929
H -4.211 -1.312 -1.432
H -2.526 -1.799 -1.068
H -2.777 0.608 -0.633
H -3.422 0.872 -2.278
H -1.192 2.416 -2.682
H -1.049 2.010 -0.954
H 1.153 2.534 -1.613
C 0.923 0.021 -0.147
C 1.300 1.056 0.888
N 0.331 1.875 1.275
C 0.609 2.801 2.176
C 1.863 2.963 2.742
C 2.878 2.113 2.332
C 2.596 1.143 1.384
H 3.357 0.459 1.041
H 3.872 2.202 2.744
H 2.039 3.728 3.481
H -0.219 3.441 2.455
H -0.164 -0.120 -0.109
O -0.255 -0.929 2.122
H 1.575 -2.810 4.055
H -0.526 -1.624 5.290
H -1.914 0.969 2.775
H -2.332 0.313 4.376
H -2.949 -0.453 2.906
*
```

---

# 8
The following is a DFT calculation (ωB97M-V with the def2-TZVPD basis set) of a molecular structure, CH3NOP2 in a non-equilibrium geometry.

Computed properties:
Gap between HOMO and LUMO (spin up / spin down)   7.4 / 7.4 eV

ORCA input file:
```
! RIJCOSX wB97M-V def2-TZVPD def2/J DEFGRID3
* xyz 0 1
C 1.099 0.024 -1.526
N -0.549 0.042 1.004
O 2.191 -0.061 -1.942
P -1.705 -0.595 0.199
P 0.376 1.299 0.501
H 0.117 -0.645 -1.721
H -2.063 -1.413 1.310
H 1.356 0.717 1.188
*
```

---

# 9
The following is a DFT calculation (ωB97M-V with the def2-TZVPD basis set) of C5H9N in the gas phase in a non-equilibrium geometry.

Computed properties:
SMILES   C[C@H]1C=CCN1
Gap between HOMO and LUMO   10.1 eV

ORCA input file:
```
! RIJCOSX wB97M-V def2-TZVPD def2/J DEFGRID3
* xyz 0 1
C -1.115 -1.402 -0.806
C -0.589 -0.413 0.144
C 0.575 1.699 0.305
C 1.531 0.501 0.485
C 0.882 -0.600 0.407
H -2.062 -1.160 -1.246
H -0.439 -1.569 -1.703
H -1.194 -2.414 -0.290
H -0.920 -0.525 1.216
H -1.380 1.394 0.029
H 0.960 2.425 -0.467
H 0.290 2.191 1.295
H 2.579 0.454 0.723
H 1.441 -1.589 0.237
N -0.557 1.007 -0.329
*
```

---

# 10
The following is a DFT calculation (ωB97M-V with the def2-TZVPD basis set) of C2H5PS in the gas phase in a non-equilibrium geometry.

Computed properties:
SMILES   PCC=S
Gap between HOMO and LUMO   8.5 eV

ORCA input file:
```
! RIJCOSX wB97M-V def2-TZVPD def2/J DEFGRID3
* xyz 0 1
C 1.184 -0.135 0.604
C -0.325 0.645 0.173
P -1.608 -0.632 -0.130
S 2.448 0.045 -0.342
H 1.248 -0.789 1.367
H 0.094 1.292 -0.717
H -0.439 1.356 1.086
H -0.746 -1.587 -0.645
H -1.855 -0.197 -1.396
*
```

---

# 11
The following is a DFT calculation (ωB97M-V with the def2-TZVPD basis set) of 3 unconnected molecules or ions with the total composition C2H6N2O3 in a non-equilibrium geometry.

Computed properties:
Gap between HOMO and LUMO (spin up / spin down)   8.8 / 8.8 eV

ORCA input file:
```
! RIJCOSX wB97M-V def2-TZVPD def2/J DEFGRID3
* xyz 0 1
C -0.143 0.286 0.491
C -1.905 0.703 -1.236
N -1.173 0.364 -0.080
N -0.580 1.359 3.375
O 0.802 0.104 1.151
O 2.474 -2.359 -1.473
O 0.643 1.102 3.609
H -2.383 -0.198 -1.623
H -2.675 1.427 -0.968
H -1.258 1.128 -2.008
H 2.773 -1.548 -1.889
H 2.358 -3.008 -2.175
H 1.067 0.639 2.826
*
```

---

# 12
The following is a DFT calculation (ωB97M-V with the def2-TZVPD basis set) of a molecular structure, C2H7N3 in a non-equilibrium geometry.

Computed properties:
Gap between HOMO and LUMO   10.1 eV

ORCA input file:
```
! RIJCOSX wB97M-V def2-TZVPD def2/J DEFGRID3
* xyz 0 1
C -0.732 -0.644 0.217
C 0.155 0.518 -0.059
H 0.339 -2.509 -0.441
H -0.337 -1.206 -1.942
H -1.680 -0.085 0.483
H -0.278 -1.044 1.092
H 1.132 2.095 0.908
H 0.062 1.068 2.002
H 1.033 1.624 -1.349
N -0.750 -1.788 -0.660
N 0.472 1.332 1.046
N 0.584 0.638 -1.296
*
```